# 1
ORCA calculation (ωB97M-V/def2-TZVPD) on C22H26N2O5 in the gas phase.

Its net charge is 0. Its energy above the lowest of the compared OMol25 structures with the same formula, charge and spin is 171.72 kJ/mol. The value obtained for the frontier orbital gap is 8.59 eV. The LUMO energy comes out at 0.0184 Eh. As for the SMILES: COCCn1c(C)cc(C(=O)COC(=O)c2ccc(N3CCCC3=O)cc2)c1C. The HOMO energy is -8.085 eV.

Element x y z (Å)
C: -5.94 2.78 2.24
H: -6.64 2.45 1.47
O: -4.80 3.41 1.69
C: -3.93 2.55 1.01
C: -4.49 2.08 -0.36
N: -3.46 1.48 -1.16
C: -2.66 2.15 -2.03
C: -1.77 1.23 -2.58
C: -2.07 -0.04 -2.00
C: -3.11 0.15 -1.14
C: -3.82 -0.86 -0.30
H: -3.35 -1.83 -0.44
H: -3.78 -0.60 0.76
H: -4.87 -0.94 -0.59
H: -1.60 -0.97 -2.21
C: -0.75 1.52 -3.56
O: -0.64 2.59 -4.15
C: 0.23 0.39 -3.88
H: 0.93 0.74 -4.65
O: 1.00 0.05 -2.73
C: 1.03 -1.23 -2.34
O: 0.40 -2.11 -2.88
C: 1.91 -1.44 -1.17
C: 2.06 -2.73 -0.67
C: 2.90 -2.98 0.39
C: 3.62 -1.94 0.98
C: 3.47 -0.64 0.48
C: 2.62 -0.40 -0.58
H: 2.51 0.61 -0.96
H: 4.00 0.18 0.93
N: 4.51 -2.18 2.03
C: 4.48 -3.25 2.88
O: 3.70 -4.17 2.86
C: 5.60 -3.06 3.89
C: 6.51 -2.03 3.25
H: 7.04 -1.41 3.97
H: 7.25 -2.52 2.61
C: 5.54 -1.22 2.39
H: 6.01 -0.82 1.49
H: 5.11 -0.39 2.97
H: 6.09 -4.01 4.11
H: 5.16 -2.70 4.82
H: 3.00 -3.98 0.78
H: 1.51 -3.53 -1.13
H: -0.30 -0.50 -4.23
C: -2.79 3.60 -2.29
H: -1.98 3.91 -2.95
H: -2.74 4.18 -1.37
H: -3.73 3.82 -2.78
H: -5.29 1.35 -0.20
H: -4.90 2.95 -0.88
H: -3.02 3.14 0.84
H: -3.68 1.68 1.63
H: -6.43 3.53 2.86
H: -5.65 1.93 2.86



# 2
ORCA calculation (ωB97M-V/def2-TZVPD) on a molecular structure, C36H51F8I3N6O25P in a non-equilibrium geometry.

Its net charge is +1. The value obtained for the frontier orbital gap is 6.98 eV. The LUMO energy comes out at -0.1292 Eh. The HOMO energy is -10.495 eV.

Element x y z (Å)
C: 1.93 -0.59 3.13
C: 2.90 -0.32 1.96
I: 4.71 0.70 2.63
C: 2.31 0.27 0.67
N: 1.55 1.53 0.69
C: 0.45 1.63 -0.10
N: 0.46 1.66 -1.38
I: 2.18 1.64 -2.48
N: -0.86 1.75 0.52
P: -0.91 0.32 1.54
O: -1.47 0.63 3.04
I: -2.73 -1.04 0.56
C: -0.82 3.08 1.18
C: -0.81 4.15 -0.01
N: 0.49 4.79 -0.23
C: -2.13 3.45 1.94
C: -3.40 2.96 1.22
C: -4.70 3.49 1.84
C: -4.78 5.03 1.95
N: -6.16 5.52 2.11
C: 0.38 3.30 2.13
C: 1.69 2.49 1.77
N: 2.70 3.53 1.35
H: 2.53 -1.01 3.94
H: 1.28 -1.42 2.80
H: 1.38 0.29 3.46
H: 3.27 -1.31 1.68
H: 1.69 -0.51 0.21
H: 3.16 0.38 -0.04
H: -0.45 1.73 -1.84
H: -0.82 0.43 3.73
H: -1.55 4.94 0.17
H: -1.10 3.69 -0.96
H: 0.64 5.53 0.45
H: 0.50 5.24 -1.14
H: -2.23 4.53 2.02
H: -2.10 3.10 2.98
H: -3.42 1.86 1.29
H: -3.35 3.18 0.14
H: -4.92 3.00 2.79
H: -5.51 3.18 1.16
H: -4.28 5.54 1.11
H: -4.27 5.34 2.88
H: -6.62 5.34 1.21
H: -6.62 4.88 2.76
H: 0.62 4.35 2.29
H: 0.05 2.94 3.12
H: 2.07 2.13 2.73
H: 3.41 3.57 2.08
H: 3.17 3.18 0.52
C: 4.93 -2.30 -4.94
C: 3.79 -3.24 -5.24
O: 2.78 -2.81 -4.34
C: 2.99 -1.48 -4.14
O: 2.20 -0.73 -3.66
O: 4.22 -1.11 -4.56
F: 4.12 -4.52 -4.95
H: 5.54 -2.64 -4.10
H: 5.57 -2.12 -5.80
H: 3.42 -3.19 -6.26
C: 3.75 -4.80 0.44
C: 2.62 -5.74 0.13
O: 1.59 -5.29 0.99
C: 1.80 -3.96 1.18
O: 1.00 -3.20 1.63
O: 3.05 -3.60 0.78
F: 2.93 -7.02 0.45
H: 4.34 -5.13 1.30
H: 4.41 -4.64 -0.40
H: 2.27 -5.70 -0.91
C: -2.94 6.42 7.01
C: -4.37 6.89 7.01
O: -4.93 6.16 5.93
C: -4.23 5.00 5.84
O: -4.59 4.05 5.23
O: -3.07 5.08 6.54
F: -4.45 8.22 6.74
H: -2.32 6.99 6.32
H: -2.49 6.45 8.00
H: -4.92 6.67 7.93
C: -4.39 -2.26 -3.41
C: -5.55 -3.17 -3.72
O: -6.55 -2.71 -2.83
C: -6.30 -1.38 -2.62
O: -7.08 -0.62 -2.15
O: -5.05 -1.04 -3.03
F: -5.26 -4.46 -3.43
H: -3.79 -2.62 -2.57
H: -3.74 -2.10 -4.27
H: -5.92 -3.10 -4.75
C: 7.77 -1.58 5.71
C: 6.46 -1.77 6.42
O: 5.57 -2.10 5.36
C: 6.33 -2.71 4.41
O: 5.89 -3.35 3.51
O: 7.65 -2.50 4.62
F: 6.04 -0.63 7.01
H: 7.88 -0.57 5.32
H: 8.63 -1.82 6.33
H: 6.46 -2.58 7.16
C: -1.28 -6.20 -1.37
C: -2.71 -5.73 -1.40
O: -3.25 -6.44 -2.49
C: -2.54 -7.60 -2.59
O: -2.88 -8.54 -3.22
O: -1.39 -7.54 -1.87
F: -2.80 -4.40 -1.65
H: -0.65 -5.61 -2.04
H: -0.85 -6.18 -0.37
H: -3.28 -5.97 -0.49
C: 3.86 6.29 -2.33
C: 3.89 5.75 -3.73
O: 2.54 5.38 -3.95
C: 1.79 6.21 -3.18
O: 0.62 6.37 -3.30
O: 2.55 6.84 -2.25
F: 4.67 4.64 -3.83
H: 3.97 5.49 -1.58
H: 4.62 7.04 -2.15
H: 4.20 6.47 -4.49
C: -1.86 -7.27 -7.06
C: -2.29 -6.71 -5.73
O: -2.94 -5.50 -6.10
C: -3.45 -5.70 -7.35
O: -4.26 -5.01 -7.86
O: -2.89 -6.80 -7.93
F: -1.22 -6.41 -4.94
H: -0.90 -6.86 -7.38
H: -1.80 -8.35 -7.06
H: -2.99 -7.34 -5.18



# 3
ORCA calculation (ωB97M-V/def2-TZVPD) on a molecular structure, C33H27BaBr4NO4P2S2 in a non-equilibrium geometry.

Its net charge is -2. Its energy above the lowest of the compared OMol25 structures with the same formula, charge and spin is 175.66 kJ/mol. The value obtained for the frontier orbital gap is 6.05 eV. The LUMO energy comes out at 0.1454 Eh. The HOMO energy is -2.091 eV.

Element x y z (Å)
Ba: 1.23 1.05 -1.12
Br: 6.87 0.74 3.54
C: 5.11 0.93 2.85
C: 4.04 1.19 3.69
Br: 4.28 1.34 5.56
C: 2.75 1.31 3.13
Br: 1.22 1.72 4.18
C: 2.49 1.16 1.76
O: 1.30 1.27 1.23
C: 3.62 0.88 0.88
O: 3.39 0.77 -0.40
C: 4.89 0.80 1.46
Br: 6.32 0.50 0.25
N: 1.70 0.67 -3.74
C: 1.73 2.00 -4.38
C: 0.78 3.01 -3.71
O: 0.36 3.94 -4.39
O: 0.53 2.77 -2.46
H: 2.50 0.11 -4.04
H: 0.87 0.16 -4.02
H: 1.49 1.98 -5.45
H: 2.73 2.42 -4.28
S: 0.83 -4.18 -3.47
P: 0.07 -3.48 -1.79
S: -0.77 -1.67 -1.74
C: 1.36 -3.46 -0.48
C: 1.48 -2.38 0.39
C: 2.44 -2.38 1.40
C: 3.28 -3.47 1.54
C: 3.17 -4.56 0.67
C: 2.22 -4.55 -0.34
C: -1.15 -4.68 -1.10
C: -1.36 -5.91 -1.70
C: -2.27 -6.81 -1.16
C: -2.98 -6.48 -0.01
C: -2.78 -5.24 0.59
C: -1.87 -4.34 0.05
H: 0.81 -1.53 0.27
H: 2.53 -1.52 2.06
H: 4.04 -3.47 2.32
H: 3.84 -5.40 0.77
H: 2.14 -5.38 -1.03
H: -0.80 -6.15 -2.60
H: -2.43 -7.77 -1.63
H: -3.69 -7.18 0.42
H: -3.33 -4.97 1.48
H: -1.72 -3.37 0.50
C: -2.92 1.19 -1.43
P: -1.53 1.90 -0.46
C: -2.18 1.67 1.25
C: -1.92 0.43 1.84
C: -2.32 0.15 3.13
C: -2.98 1.12 3.88
C: -3.24 2.36 3.31
C: -2.85 2.64 2.01
C: -1.77 3.71 -0.69
C: -2.67 4.27 -1.59
C: -2.74 5.65 -1.76
C: -1.91 6.48 -1.03
C: -1.00 5.94 -0.12
C: -0.93 4.56 0.04
H: -2.72 1.34 -2.49
H: -3.88 1.62 -1.16
H: -2.93 0.11 -1.25
H: -1.36 -0.31 1.27
H: -2.09 -0.81 3.57
H: -3.27 0.91 4.90
H: -3.75 3.13 3.89
H: -3.06 3.61 1.58
H: -3.31 3.63 -2.18
H: -3.43 6.06 -2.48
H: -1.95 7.56 -1.18
H: -0.35 6.58 0.45
H: -0.20 4.13 0.72



# 4
ORCA calculation (ωB97M-V/def2-TZVPD) on 5 unconnected molecules or ions with the total composition C39H61NO9S4 in a non-equilibrium geometry.

Its net charge is 0. The value obtained for the frontier orbital gap is 7.72 eV. The LUMO energy comes out at -0.0098 Eh. As for the SMILES: C[C@@]1(S)OS(=O)(=O)O[C@@]1(CCCCO)CCCSC(=S)N(c1ccccc1)c1ccccc1.C1CCOC1.C1CCOC1.C1CCOC1.C1CCOC1. The HOMO energy is -7.990 eV.

Element x y z (Å)
C: 3.83 -5.42 -3.83
C: 2.46 -6.00 -3.33
S: 1.78 -7.23 -4.57
O: 2.90 -6.92 -2.26
S: 1.51 -7.43 -1.52
O: 1.86 -7.57 -0.10
O: 0.93 -8.72 -1.85
O: 0.57 -6.12 -1.92
C: 1.44 -5.09 -2.55
C: 0.39 -4.21 -3.33
C: 0.75 -3.83 -4.81
C: 1.85 -2.71 -4.97
C: 1.83 -2.28 -6.50
O: 2.61 -1.09 -6.72
C: 1.94 -4.31 -1.26
C: 2.85 -3.06 -1.57
C: 2.24 -1.66 -1.13
S: 3.02 -0.92 0.37
C: 4.55 -0.10 -0.18
S: 5.51 -0.94 -1.26
N: 5.00 1.19 0.28
C: 6.05 1.73 -0.62
C: 7.45 1.69 -0.19
C: 8.47 2.25 -1.10
C: 8.15 2.82 -2.39
C: 6.76 2.85 -2.83
C: 5.74 2.33 -1.93
C: 3.95 2.22 0.27
C: 2.74 2.22 -0.53
C: 1.77 3.33 -0.50
C: 2.06 4.47 0.36
C: 3.27 4.52 1.22
C: 4.19 3.39 1.14
H: 4.32 -4.70 -3.12
H: 3.77 -5.00 -4.87
H: 4.53 -6.30 -3.91
H: 2.56 -6.97 -5.68
H: -0.62 -4.70 -3.23
H: 0.30 -3.24 -2.77
H: -0.19 -3.42 -5.28
H: 1.05 -4.69 -5.46
H: 2.89 -3.05 -4.77
H: 1.56 -1.85 -4.31
H: 2.21 -3.11 -7.15
H: 0.75 -2.10 -6.80
H: 2.92 -1.13 -7.64
H: 2.49 -5.00 -0.57
H: 1.00 -3.99 -0.72
H: 3.80 -3.19 -0.97
H: 3.18 -2.99 -2.63
H: 2.37 -0.95 -1.99
H: 1.15 -1.77 -0.87
H: 7.79 1.27 0.78
H: 9.54 2.23 -0.79
H: 8.92 3.22 -3.10
H: 6.44 3.26 -3.82
H: 4.68 2.38 -2.31
H: 2.56 1.34 -1.20
H: 0.88 3.22 -1.15
H: 1.35 5.32 0.37
H: 3.46 5.41 1.86
H: 5.10 3.46 1.79
C: -0.24 6.40 4.91
C: -0.65 5.01 4.45
C: 0.48 4.65 3.51
O: 1.64 5.31 3.99
C: 1.27 6.27 4.98
H: -0.69 6.70 5.85
H: -0.51 7.14 4.15
H: -0.67 4.33 5.30
H: -1.63 4.98 3.97
H: 0.29 5.01 2.49
H: 0.66 3.57 3.47
H: 1.59 5.88 5.96
H: 1.78 7.21 4.80
C: -4.69 5.57 7.28
C: -5.09 4.18 6.82
C: -3.96 3.82 5.88
O: -2.79 4.49 6.37
C: -3.18 5.44 7.37
H: -5.15 5.87 8.22
H: -4.96 6.31 6.52
H: -5.11 3.50 7.67
H: -6.07 4.15 6.34
H: -4.15 4.18 4.87
H: -3.78 2.74 5.84
H: -2.87 5.06 8.34
H: -2.67 6.39 7.19
C: -7.73 4.32 1.93
C: -8.88 3.64 2.65
C: -8.19 3.05 3.87
O: -7.09 3.92 4.18
C: -6.90 4.84 3.09
H: -8.04 5.11 1.25
H: -7.16 3.58 1.36
H: -9.61 4.39 2.96
H: -9.39 2.89 2.05
H: -7.78 2.06 3.65
H: -8.85 2.97 4.73
H: -7.24 5.82 3.42
H: -5.83 4.90 2.85
C: -2.72 -7.59 -2.87
C: -3.63 -8.59 -3.55
C: -4.93 -7.81 -3.64
O: -4.58 -6.43 -3.76
C: -3.18 -6.28 -3.47
H: -1.66 -7.79 -3.03
H: -2.90 -7.60 -1.79
H: -3.26 -8.82 -4.55
H: -3.74 -9.53 -3.01
H: -5.53 -7.93 -2.73
H: -5.54 -8.11 -4.50
H: -2.66 -6.07 -4.41
H: -3.03 -5.43 -2.80



# 5
ORCA calculation (ωB97M-V/def2-TZVPD) on C22H22ClN3O4 in the gas phase.

Its net charge is 0. Its energy above the lowest of the compared OMol25 structures with the same formula, charge and spin is 59.63 kJ/mol. The value obtained for the frontier orbital gap is 8.80 eV. The LUMO energy comes out at 0.0208 Eh. As for the SMILES: C=CCNC(=O)[C@@H]1CC(=O)N(c2ccc(OCC(=O)Nc3ccc(Cl)cc3)cc2)C1. The HOMO energy is -8.239 eV.

Element x y z (Å)
C: 6.40 -2.52 1.44
C: 6.69 -3.33 0.44
C: 6.07 -3.27 -0.93
N: 5.41 -2.02 -1.22
C: 4.07 -1.92 -1.31
O: 3.32 -2.87 -1.25
C: 3.58 -0.48 -1.55
C: 3.94 0.46 -0.41
C: 2.75 0.38 0.53
O: 2.75 0.75 1.69
N: 1.70 -0.13 -0.17
C: 0.41 -0.36 0.32
C: 0.16 -0.44 1.69
C: -1.12 -0.67 2.15
C: -2.18 -0.83 1.26
C: -1.94 -0.75 -0.10
C: -0.65 -0.52 -0.57
H: -0.50 -0.46 -1.63
H: -2.73 -0.86 -0.83
O: -3.42 -1.04 1.82
C: -4.49 -1.35 0.97
C: -4.99 -0.17 0.13
O: -5.60 -0.34 -0.90
N: -4.68 1.02 0.69
C: -4.93 2.31 0.22
C: -4.42 3.39 0.96
C: -4.64 4.68 0.55
C: -5.38 4.92 -0.60
C: -5.89 3.86 -1.34
C: -5.67 2.56 -0.93
H: -6.06 1.74 -1.50
H: -6.46 4.06 -2.23
Cl: -5.66 6.55 -1.12
H: -4.25 5.51 1.12
H: -3.84 3.20 1.85
H: -4.15 0.97 1.56
H: -5.31 -1.66 1.63
H: -4.26 -2.19 0.31
H: -1.32 -0.73 3.21
H: 0.96 -0.31 2.39
C: 2.05 -0.44 -1.54
H: 1.67 0.33 -2.22
H: 1.64 -1.42 -1.82
H: 4.03 1.49 -0.75
H: 4.86 0.21 0.12
H: 3.99 -0.15 -2.51
H: 5.98 -1.19 -1.24
H: 6.85 -3.45 -1.68
H: 5.31 -4.06 -1.02
H: 7.40 -4.14 0.57
H: 6.87 -2.63 2.41
H: 5.68 -1.73 1.36